The following is a DFT calculation (ωB97M-V/def2-TZVPD) of a structure of composition C22H42BF4IN5O7S2SiSn.

```
86
Properties=species:S:1:pos:R:3:forces:R:3:lowdin_charge:R:1
Sn -0.05249 1.14362 -0.32227 -0.2 -0.3 -0.3 1.522
N 0.85954 -1.44154 1.66602 0.1 0.0 0.0 -0.006
N 0.83561 -2.81917 1.86021 0.0 0.0 0.0 -0.028
C 0.61198 -3.65165 0.86200 0.0 0.0 0.0 -0.692
N 0.26762 -4.91035 1.12562 0.0 0.0 0.0 0.142
S 0.64711 -3.21203 -0.82039 0.0 0.0 0.0 0.658
H 1.74263 -1.04839 1.96823 0.0 0.0 0.0 0.094
H 0.07203 -0.98414 2.12752 0.0 0.0 0.0 0.055
H 0.88423 -3.19790 2.79993 0.0 0.0 0.0 0.172
H -0.05070 -5.19647 2.03832 0.0 0.0 0.0 0.132
H 0.29013 -5.59676 0.38996 0.0 0.0 0.0 0.107
C -3.79524 0.72409 -3.91448 0.0 0.0 0.0 -0.007
O -3.30845 1.99716 -3.44318 0.0 0.0 0.0 0.005
C -2.30244 1.94492 -2.58975 0.1 0.1 0.0 -0.576
O -1.76907 0.91959 -2.18990 -0.1 0.0 0.0 -0.051
N -1.90545 3.18975 -2.22001 0.0 0.0 0.0 0.051
N -0.93592 3.29921 -1.22258 0.0 0.1 -0.1 -0.006
H -4.58085 0.96502 -4.62124 0.0 0.0 0.0 0.100
H -4.18949 0.14677 -3.08175 0.0 0.0 0.0 0.101
H -2.99319 0.17487 -4.40119 0.0 0.0 0.0 0.098
H -2.45028 3.99159 -2.49572 0.0 0.0 0.0 0.169
H -1.35189 3.63181 -0.35568 0.1 0.0 0.0 0.105
H -0.18434 3.91884 -1.50635 0.0 0.0 0.0 0.122
F 1.26083 2.96174 0.15580 0.0 0.1 0.2 -0.080
B 2.05999 2.57110 1.37193 0.0 0.0 0.0 -1.223
F 3.35314 2.40299 0.98668 0.0 0.0 0.0 0.184
F 1.45955 1.29861 1.69044 -0.1 0.0 0.1 0.003
F 1.82937 3.48395 2.34244 0.0 0.0 0.0 0.202
I -6.72692 3.46136 5.44073 0.0 0.0 0.0 0.899
C -5.17952 2.69946 4.27334 0.0 0.0 0.0 -0.732
C -4.52886 1.53786 4.66857 0.0 0.0 0.0 -0.136
C -3.50129 1.03595 3.88867 0.0 0.0 0.0 -0.008
C -3.12163 1.68660 2.71986 0.0 0.0 0.0 -0.133
C -3.78014 2.84974 2.33709 0.0 0.0 0.0 -0.015
C -4.81003 3.36002 3.10961 0.0 0.0 0.0 -0.140
C -2.00899 1.11688 1.90615 -0.1 0.1 0.0 -0.544
O -1.44239 0.08065 2.23445 0.0 -0.1 0.0 0.011
O -1.69515 1.78773 0.82819 0.0 0.1 0.1 -0.230
H -4.82066 1.03216 5.57826 0.0 0.0 0.0 0.096
H -2.97927 0.13554 4.18112 0.0 0.0 0.0 0.119
H -3.48648 3.35679 1.42895 0.0 0.0 0.0 0.109
H -5.32001 4.26528 2.81133 0.0 0.0 0.0 0.095
C 6.86619 -1.44371 -0.84570 0.0 0.0 0.0 -0.020
C 5.80151 -1.23978 -1.90888 0.0 0.0 0.0 -0.618
C 4.92202 -0.04189 -1.57891 0.0 0.0 0.0 -0.045
C 6.41867 -1.10641 -3.29216 0.0 0.0 0.0 -0.015
O 4.99815 -2.45504 -1.89079 0.0 0.0 0.0 -0.140
Si 3.51454 -2.75749 -2.43464 -0.1 0.0 0.1 -0.026
S 2.17858 -1.84470 -0.92242 0.2 0.1 -0.1 0.401
O 3.16714 -4.32922 -2.49549 0.1 0.0 -0.1 -0.163
C 3.84151 -5.51017 -1.99535 0.0 0.0 0.1 -0.624
C 4.05139 -5.36337 -0.49458 0.0 0.0 0.0 -0.018
C 2.90443 -6.66519 -2.30630 0.0 0.0 0.0 -0.019
C 5.16738 -5.66950 -2.72423 0.0 0.0 0.0 -0.011
O 3.19652 -1.98626 -3.81226 0.1 -0.1 -0.1 -0.138
C 2.46643 -2.34277 -5.00947 -0.1 0.0 0.0 -0.624
C 2.51235 -1.10598 -5.89091 0.0 0.0 0.0 -0.022
C 1.03439 -2.68388 -4.61810 0.0 0.0 0.0 -0.027
C 3.15139 -3.51902 -5.68921 0.0 0.0 0.0 -0.015
H 7.53121 -0.58071 -0.80758 0.0 0.0 0.0 0.096
H 7.45982 -2.33029 -1.06980 0.0 0.0 0.0 0.091
H 6.40491 -1.56878 0.13455 0.0 0.0 0.0 0.091
H 5.51594 0.87225 -1.57063 0.0 0.0 0.0 0.103
H 4.47190 -0.14470 -0.58945 0.0 0.0 0.0 0.072
H 4.13570 0.08116 -2.32899 0.0 0.0 0.0 0.080
H 7.07432 -0.23562 -3.32686 0.0 0.0 0.0 0.096
H 5.64226 -0.98787 -4.04826 0.0 0.0 0.0 0.078
H 7.00904 -1.99253 -3.52838 0.0 0.0 0.0 0.094
H 3.09042 -5.24579 0.01262 0.0 0.0 0.0 0.068
H 4.67290 -4.49430 -0.27443 0.0 0.0 0.0 0.085
H 4.54520 -6.24943 -0.09430 0.0 0.0 0.0 0.098
H 1.92958 -6.49351 -1.84514 0.0 0.0 0.0 0.076
H 3.31306 -7.60180 -1.92638 0.0 0.0 0.0 0.095
H 2.76005 -6.76053 -3.38270 0.0 0.0 0.0 0.092
H 5.83229 -4.83600 -2.49852 0.0 0.0 0.0 0.082
H 5.00185 -5.70870 -3.80160 0.0 0.0 0.0 0.091
H 5.65533 -6.59566 -2.41824 0.0 0.0 0.0 0.098
H 2.07407 -0.25468 -5.36888 0.0 0.0 0.0 0.089
H 1.95650 -1.27649 -6.81335 0.0 0.0 0.0 0.093
H 3.54358 -0.86243 -6.14753 0.0 0.0 0.0 0.090
H 0.57680 -1.84469 -4.09018 0.0 0.0 0.0 0.088
H 1.01636 -3.56646 -3.97337 0.0 0.0 0.0 0.072
H 0.43906 -2.90439 -5.50490 0.0 0.0 0.0 0.096
H 4.19852 -3.28198 -5.88343 0.0 0.0 0.0 0.098
H 2.66568 -3.73373 -6.64187 0.0 0.0 0.0 0.097
H 3.09986 -4.41093 -5.06560 0.0 0.0 0.0 0.071
```
Forces are in eV/Å.

Calculated values
Lowest unoccupied orbital energy ... -2.7 eV
Gap between HOMO and LUMO ... 0.291 Eh
Spin multiplicity ... 1
Net charge ... +1
HOMO ... -10.63 eV

***

The following is a DFT calculation (ωB97M-V/def2-TZVPD) of a structure of composition C5H10O.

```
16
Properties=species:S:1:pos:R:3:forces:R:3:lowdin_charge:R:1
O 1.52369 -1.05570 -0.43782 0.0 0.0 0.0 -0.159
C 0.30381 -1.22772 -0.03551 -0.2 0.0 -0.1 -0.566
C -0.71086 -0.36731 -0.63308 0.1 -0.1 0.1 -0.036
C -0.45159 1.12262 -0.50943 0.0 0.1 -0.1 -0.161
C 0.30735 1.13234 0.83207 0.1 0.0 0.0 -0.176
C -0.01069 -0.28281 1.32817 0.0 0.1 0.4 -0.086
H 0.91311 -0.84726 -1.95702 -0.1 0.0 0.0 0.122
H -0.06064 -2.25166 0.17703 0.1 0.2 0.0 0.143
H 0.18572 -0.69985 -2.30362 0.0 0.0 0.0 0.111
H -1.74666 -0.71303 -0.67287 0.1 0.0 0.0 0.129
H -1.39899 1.66648 -0.45299 0.1 -0.1 0.0 0.111
H 0.12445 1.52236 -1.34664 -0.1 -0.1 0.1 0.114
H 1.38127 1.22346 0.66973 -0.1 0.0 0.0 0.111
H -0.01982 1.91918 1.51624 0.0 -0.1 -0.1 0.109
H 0.69776 -0.71072 2.04008 -0.1 0.0 -0.1 0.122
H -1.01644 -0.36673 1.75238 0.1 0.0 -0.1 0.112
```
Forces are in eV/Å.

Calculated values
Lowest unoccupied orbital energy (spin up / spin down) ... -0.4 / -0.4 eV
Gap between HOMO and LUMO (spin up / spin down) ... 0.313 / 0.313 Eh
Spin multiplicity ... 1
Net charge ... 0
HOMO (spin up / spin down) ... -8.89 / -8.89 eV

***

The following is a DFT calculation (ωB97M-V/def2-TZVPD) of a cluster of 3 separate species, C2H11NO2 in total in a non-equilibrium geometry.

```
16
Properties=species:S:1:pos:R:3:forces:R:3:lowdin_charge:R:1
C 2.32631 0.78819 -1.35006 -1.1 -0.8 -0.2 -0.087
C 0.92622 0.25702 -0.57351 0.8 3.2 -1.5 -0.284
N 0.17120 -0.77976 -1.23312 3.0 -0.6 1.5 -0.002
H 2.53348 -0.12707 -1.89373 1.2 -0.4 0.4 0.028
H 2.98290 1.05559 -0.53014 0.6 -0.5 -0.1 0.034
H 2.57579 1.56158 -2.18017 -1.9 -0.6 1.4 0.078
H 0.26994 1.16249 -0.58805 0.4 -0.6 0.7 0.094
H 1.21163 0.01199 0.46656 0.0 0.0 -0.6 0.079
H -0.73832 -0.52211 -1.26108 -3.3 0.5 -0.6 0.001
H 0.54079 -1.16654 -2.05864 0.3 -0.3 -0.9 0.046
H -4.01269 0.51260 0.35267 -1.1 1.2 0.6 0.011
H -3.25166 1.07010 -1.00566 -0.7 1.0 0.2 0.025
O -3.39644 0.41681 -0.33910 1.9 -2.1 -0.8 -0.030
H -0.24668 -1.02799 3.63516 -1.0 -0.7 -0.3 0.026
H 0.92534 -0.28104 3.69536 0.9 0.4 -0.5 0.033
O 0.45843 -0.79962 3.03172 0.1 0.4 0.8 -0.052
```
Forces are in eV/Å.

Calculated values
Lowest unoccupied orbital energy ... 0.8 eV
Gap between HOMO and LUMO ... 0.345 Eh
Spin multiplicity ... 1
Net charge ... 0
HOMO ... -8.59 eV
SMILES ... CCN.O.O

***

Across the entries above, energy above the lowest of the compared OMol25 structures with the same formula, charge and spin takes the values 103.84, 476.02, 222.58 kJ/mol, respectively.